*1*
{"formula": "C5H14O", "method": "ωB97M-V/def2-TZVPD", "charge": 1, "spin_multiplicity": 2, "e_lumo_ev": [-4.082, -10.366], "symbols": ["C", "C", "O", "H", "H", "H", "H", "H", "H", "C", "C", "C", "H", "H", "H", "H", "H", "H", "H", "H"], "positions_angstrom": [[-0.699, -2.036, 0.522], [0.500, -2.701, -0.168], [-1.444, -3.157, 1.082], [-0.359, -1.497, 1.417], [-1.308, -1.352, -0.061], [0.711, -2.001, -0.992], [-2.396, -2.889, 1.173], [0.264, -3.726, -0.444], [1.362, -2.719, 0.494], [-0.010, 1.496, -0.119], [0.987, 1.552, -1.257], [-0.211, 2.842, 0.624], [-0.954, 1.181, -0.587], [0.322, 0.793, 0.653], [1.348, 0.560, -1.566], [0.814, 3.119, 0.899], [-0.597, 3.565, -0.096], [1.878, 2.062, -0.895], [0.653, 2.031, -2.171], [-0.859, 2.879, 1.490]]}

*2*
{"formula": "C5H14O", "method": "ωB97M-V/def2-TZVPD", "charge": 1, "spin_multiplicity": 2, "e_lumo_ev": [-3.688, -9.966], "symbols": ["C", "C", "C", "O", "H", "H", "H", "H", "H", "H", "H", "H", "C", "C", "H", "H", "H", "H", "H", "H"], "positions_angstrom": [[-1.036, 1.206, -1.625], [-1.225, -0.201, -2.177], [-1.073, 1.162, -0.037], [0.201, 1.574, -2.169], [-1.758, 1.968, -1.925], [-0.210, -0.657, -2.344], [-0.450, 1.862, 0.508], [-2.175, 1.274, 0.133], [-0.753, 0.185, 0.341], [0.520, 2.485, -1.979], [-1.915, -0.215, -3.014], [-1.596, -0.887, -1.410], [2.141, -1.519, 1.856], [0.684, -0.975, 1.999], [2.664, -1.155, 2.731], [2.250, -2.581, 1.787], [2.718, -1.004, 1.073], [0.356, -1.286, 2.980], [0.753, 0.107, 1.925], [-0.096, -1.345, 1.347]]}

Stability comparison, relative energies in kcal/mol: *1* 1.7; *2* 0.0

*1*
{"formula": "C8H13NO", "method": "ωB97M-V/def2-TZVPD", "charge": 0, "e_lumo_ev": 0.812, "smiles": "C[C@H]1C[C@@]2(C(N)=O)C[C@@]12C", "symbols": ["C", "C", "C", "C", "C", "C", "C", "C", "N", "H", "H", "H", "H", "H", "H", "H", "H", "H", "H", "H", "O", "H", "H"], "positions_angstrom": [[1.928, 1.512, -1.193], [1.016, 0.308, -1.042], [1.345, -0.771, 0.030], [-0.052, -0.603, 0.623], [-0.240, 0.833, 1.047], [-0.364, 0.511, -0.404], [-1.623, 0.726, -1.189], [-0.947, -1.721, 0.992], [-1.315, -1.871, 2.281], [2.137, 1.984, -0.222], [2.891, 1.215, -1.635], [1.473, 2.268, -1.850], [0.885, -0.179, -2.019], [1.515, -1.765, -0.397], [2.169, -0.529, 0.719], [-1.174, 1.086, 1.552], [0.629, 1.367, 1.443], [-1.613, 1.720, -1.661], [-1.717, -0.028, -1.985], [-2.515, 0.668, -0.551], [-1.140, -2.694, 0.244], [-1.872, -1.137, 2.697], [-1.415, -2.898, 2.519]]}

*2*
{"formula": "C8H13NO", "method": "ωB97M-V/def2-TZVPD", "charge": 0, "e_lumo_ev": -2.045, "symbols": ["N", "C", "C", "C", "C", "C", "C", "C", "C", "H", "H", "H", "H", "H", "H", "H", "H", "H", "H", "O", "H", "H", "H"], "positions_angstrom": [[2.081, -1.272, 0.476], [2.349, -0.344, -0.642], [1.170, -0.593, -1.707], [-0.157, -0.648, -0.849], [-1.046, -1.799, -1.034], [-2.264, -1.816, -0.184], [-2.535, -0.761, 0.780], [-1.641, 0.392, 0.942], [-0.446, 0.434, 0.106], [2.151, -2.233, 0.115], [3.370, -0.525, -1.096], [2.258, 0.697, -0.208], [1.341, -1.575, -2.234], [1.116, 0.213, -2.492], [-0.855, -2.625, -1.752], [-2.966, -2.671, -0.313], [-3.439, -0.789, 1.439], [-1.803, 1.221, 1.674], [0.273, 1.280, 0.202], [0.336, 3.204, 1.549], [0.257, 2.752, 2.429], [0.996, 3.942, 1.577], [-0.547, 3.516, 1.220]]}

Stability comparison, relative energies in kcal/mol: *1* 0.0; *2* 168.1

*1*
{"formula": "C22H27N3O2", "method": "ωB97M-V/def2-TZVPD", "charge": 0, "e_lumo_ev": 0.002, "smiles": "CCCCN1CCC[C@@H]1CNC(=O)c1cc(C#N)c2ccccc2c1OC", "symbols": ["C", "C", "C", "H", "H", "C", "N", "C", "C", "H", "H", "C", "H", "H", "C", "C", "N", "C", "O", "C", "C", "C", "C", "C", "C", "C", "C", "C", "C", "H", "C", "N", "H", "H", "H", "H", "O", "C", "H", "H", "H", "H", "H", "H", "H", "H", "H", "H", "H", "H", "H", "H", "H", "H"], "positions_angstrom": [[-1.917, -3.670, -1.685], [-1.532, -2.505, -0.781], [-2.497, -2.320, 0.391], [-2.699, -3.290, 0.849], [-2.031, -1.691, 1.153], [-3.824, -1.684, -0.027], [-3.631, -0.309, -0.472], [-4.666, 0.168, -1.376], [-5.811, 0.676, -0.486], [-6.477, -0.149, -0.232], [-6.397, 1.449, -0.978], [-5.083, 1.193, 0.762], [-5.080, 2.281, 0.800], [-5.549, 0.827, 1.676], [-3.634, 0.657, 0.625], [-2.658, 1.797, 0.307], [-1.331, 1.281, 0.074], [-0.238, 1.753, 0.708], [-0.268, 2.700, 1.473], [1.005, 0.962, 0.418], [2.176, 1.453, -0.144], [3.318, 0.590, -0.258], [4.529, 1.061, -0.803], [5.618, 0.239, -0.908], [5.546, -1.091, -0.476], [4.383, -1.579, 0.056], [3.250, -0.753, 0.178], [2.027, -1.226, 0.731], [0.953, -0.375, 0.845], [0.040, -0.735, 1.296], [1.898, -2.563, 1.158], [1.764, -3.652, 1.496], [4.316, -2.603, 0.395], [6.412, -1.729, -0.564], [6.541, 0.614, -1.325], [4.579, 2.087, -1.132], [2.382, 2.675, -0.666], [1.363, 3.646, -0.727], [1.076, 3.996, 0.266], [1.787, 4.470, -1.301], [0.477, 3.262, -1.242], [-1.285, 0.449, -0.495], [-3.000, 2.342, -0.579], [-2.593, 2.494, 1.146], [-3.297, 0.169, 1.543], [-4.251, 0.994, -1.962], [-4.976, -0.615, -2.067], [-4.536, -1.748, 0.810], [-4.241, -2.255, -0.858], [-1.508, -1.585, -1.369], [-0.529, -2.688, -0.390], [-1.189, -3.780, -2.485], [-1.941, -4.597, -1.117], [-2.894, -3.515, -2.135]]}

*2*
{"formula": "C22H27N3O2", "method": "ωB97M-V/def2-TZVPD", "charge": 0, "e_lumo_ev": 0.376, "smiles": "COC(=O)c1ccc(/C=N/N2CCN(Cc3ccc(C)cc3C)CC2)cc1", "symbols": ["C", "H", "H", "H", "O", "C", "O", "C", "C", "C", "C", "C", "C", "H", "H", "C", "N", "N", "C", "H", "C", "N", "C", "C", "H", "H", "H", "H", "C", "C", "C", "C", "C", "C", "C", "C", "H", "H", "H", "H", "C", "H", "H", "H", "H", "H", "H", "H", "H", "H", "H", "H", "H", "H"], "positions_angstrom": [[-8.733, -2.324, 0.469], [-9.088, -2.458, -0.555], [-8.692, -3.279, 0.987], [-9.408, -1.636, 0.984], [-7.411, -1.813, 0.471], [-7.245, -0.627, -0.147], [-8.159, -0.034, -0.672], [-5.851, -0.151, -0.104], [-4.833, -0.879, 0.515], [-3.547, -0.392, 0.535], [-3.235, 0.837, -0.062], [-4.261, 1.558, -0.684], [-5.548, 1.072, -0.704], [-6.346, 1.623, -1.180], [-4.036, 2.507, -1.150], [-1.893, 1.364, -0.046], [-0.952, 0.701, 0.517], [0.289, 1.097, 0.662], [1.227, 0.078, 1.076], [0.660, -0.763, 1.474], [2.086, -0.371, -0.122], [2.738, 0.734, -0.797], [1.769, 1.741, -1.170], [0.925, 2.231, 0.022], [0.176, 2.949, -0.308], [1.568, 2.720, 0.762], [2.286, 2.583, -1.637], [1.099, 1.293, -1.912], [3.912, 1.237, -0.102], [5.041, 0.237, -0.159], [5.167, -0.573, -1.280], [6.189, -1.496, -1.385], [7.120, -1.630, -0.365], [6.998, -0.809, 0.748], [5.978, 0.124, 0.870], [5.913, 0.987, 2.097], [6.765, 0.792, 2.743], [5.004, 0.787, 2.666], [5.920, 2.043, 1.829], [7.723, -0.900, 1.546], [8.248, -2.612, -0.467], [9.147, -2.111, -0.829], [8.004, -3.412, -1.162], [8.474, -3.045, 0.505], [6.264, -2.117, -2.266], [4.441, -0.471, -2.071], [3.700, 1.504, 0.943], [4.232, 2.151, -0.616], [2.848, -1.080, 0.206], [1.436, -0.867, -0.850], [1.865, 0.486, 1.868], [-1.756, 2.336, -0.527], [-2.752, -0.943, 1.012], [-5.068, -1.825, 0.978]]}

Stability comparison, relative energies in kcal/mol: *1* 0.0; *2* 24.4

*1*
{"formula": "C4H7O2", "method": "ωB97M-V/def2-TZVPD", "charge": 1, "e_lumo_ev": [-5.658, -5.657], "symbols": ["C", "C", "C", "C", "O", "O", "H", "H", "H", "H", "H", "H", "H"], "positions_angstrom": [[1.710, 0.674, 0.037], [0.526, 1.022, -0.544], [0.233, -1.338, -0.357], [-1.551, 0.104, 0.373], [1.940, -0.431, 0.491], [-0.342, -0.096, -0.441], [2.217, 1.408, 0.601], [0.119, 1.995, -0.801], [0.918, -1.795, -1.265], [-0.203, -2.150, 0.325], [-1.891, -0.712, 0.856], [-1.329, 0.919, 1.069], [-2.347, 0.400, -0.343]]}

*2*
{"formula": "C4H7O2", "method": "ωB97M-V/def2-TZVPD", "charge": 1, "e_lumo_ev": -4.954, "symbols": ["C", "C", "C", "C", "O", "O", "H", "H", "H", "H", "H", "H", "H"], "positions_angstrom": [[0.934, 0.242, -0.200], [-1.588, 0.331, 0.607], [-1.532, 0.222, -0.834], [1.907, -0.681, 0.420], [1.201, 1.278, -1.011], [-0.418, -0.267, -0.014], [-1.651, 1.285, 1.070], [-2.027, -0.421, 1.267], [-2.186, -0.533, -1.231], [-1.169, 1.061, -1.421], [1.486, -1.705, 0.621], [2.598, -0.695, -0.453], [2.445, -0.117, 1.182]]}

Stability comparison, relative energies in kcal/mol: *1* 58.5; *2* 0.0

*1*
{"formula": "C2H5N2OP", "method": "ωB97M-V/def2-TZVPD", "charge": 0, "e_lumo_ev": 0.301, "smiles": "[H]/N=N/P/C=C\\O", "symbols": ["C", "C", "N", "N", "O", "P", "H", "H", "H", "H", "H"], "positions_angstrom": [[-1.239, 0.148, -0.838], [-1.005, 0.446, 0.414], [1.030, -1.457, 0.764], [1.586, -0.372, 1.060], [-0.449, 0.197, -1.888], [0.515, 1.044, 1.119], [-2.288, -0.127, -1.012], [-1.580, 0.208, 1.276], [1.701, -2.242, 0.763], [0.504, 0.780, -1.552], [1.224, 1.374, -0.106]]}

*2*
{"formula": "C2H5N2OP", "method": "ωB97M-V/def2-TZVPD", "charge": 0, "e_lumo_ev": [-1.452, -1.454], "symbols": ["C", "C", "N", "N", "O", "P", "H", "H", "H", "H", "H"], "positions_angstrom": [[-0.706, 0.771, -1.004], [0.581, 1.017, -0.813], [0.200, 0.095, 2.097], [0.251, -0.683, 1.089], [-1.356, -0.307, -0.669], [1.414, -0.358, -0.125], [-1.452, 1.446, -1.498], [0.934, 1.975, -1.031], [-0.657, -0.133, 2.717], [-0.340, -1.439, 1.035], [1.005, -1.375, -0.914]]}

Stability comparison, relative energies in kcal/mol: *1* 0.0; *2* 17.0

*1*
{"formula": "C6H6BrNO2", "method": "ωB97M-V/def2-TZVPD", "charge": 0, "e_lumo_ev": -0.477, "smiles": "[O-][N+]#CBr.C=C/C=C/C=O", "symbols": ["C", "C", "C", "C", "C", "C", "N", "O", "O", "Br", "H", "H", "H", "H", "H", "H"], "positions_angstrom": [[2.927, 0.929, 0.308], [1.906, 0.384, -0.315], [0.734, -0.244, 0.191], [-0.231, -0.793, -0.625], [-1.158, -1.723, 0.073], [-2.690, 0.564, 0.255], [-1.919, 1.426, 0.028], [-2.146, -2.298, -0.325], [-0.925, 2.007, -0.267], [-4.494, 0.149, 0.284], [3.814, 1.050, -0.287], [2.721, 1.319, 1.346], [1.980, 0.186, -1.315], [0.785, -0.354, 1.197], [-0.508, -0.683, -1.718], [-0.795, -1.921, 1.171]]}

*2*
{"formula": "C6H6BrNO2", "method": "ωB97M-V/def2-TZVPD", "charge": 0, "e_lumo_ev": [-1.213, -1.212], "symbols": ["C", "C", "C", "C", "C", "C", "N", "O", "O", "Br", "H", "H", "H", "H", "H", "H"], "positions_angstrom": [[1.169, 1.774, 1.865], [0.229, 0.937, 1.217], [2.364, 1.661, 1.170], [0.941, 0.302, 0.204], [0.547, -0.796, -0.539], [-2.178, -1.820, -1.444], [-2.009, 0.123, -0.325], [2.291, 0.834, 0.105], [-2.582, -0.481, -1.271], [1.798, -1.543, -1.731], [1.001, 2.424, 2.748], [-0.809, 0.702, 1.354], [3.307, 2.105, 1.282], [-2.812, -2.482, -0.916], [-1.067, -1.800, -1.177], [-2.190, -1.939, -2.542]]}

Stability comparison, relative energies in kcal/mol: *1* 0.0; *2* 59.4

*1*
{"formula": "C4H6FNO2", "method": "ωB97M-V/def2-TZVPD", "charge": 0, "e_lumo_ev": -0.022, "smiles": "CC(=O)/C(CF)=N/O", "symbols": ["C", "C", "C", "C", "H", "H", "H", "H", "H", "H", "N", "O", "O", "F"], "positions_angstrom": [[1.979, 0.884, 0.136], [1.086, -0.279, -0.113], [-0.353, 0.007, -0.066], [-1.183, -1.290, 0.029], [1.824, 1.595, -0.651], [1.861, 1.306, 1.116], [3.036, 0.558, 0.048], [-0.872, -1.868, 0.902], [-0.967, -1.877, -0.847], [-2.581, 0.662, 0.034], [-0.764, 1.234, -0.154], [1.551, -1.396, -0.283], [-2.087, 1.499, -0.190], [-2.529, -1.035, 0.041]]}

*2*
{"formula": "C4H6FNO2", "method": "ωB97M-V/def2-TZVPD", "charge": 0, "e_lumo_ev": [0.772, 0.772], "smiles": "[O-][N+]1=CCC[C@@H](F)O1", "symbols": ["C", "C", "C", "C", "N", "O", "O", "F", "H", "H", "H", "H", "H", "H"], "positions_angstrom": [[0.124, 0.195, 0.741], [-0.420, -0.504, -0.549], [1.356, 0.923, 0.512], [-0.518, 0.683, -1.542], [1.635, 1.373, -0.658], [0.678, 1.274, -1.708], [2.671, 1.873, -1.049], [-1.374, 1.695, -1.016], [-0.516, 1.003, 1.167], [0.232, -0.698, 1.514], [0.212, -1.088, -1.065], [-1.507, -0.913, -0.357], [1.980, 1.159, 1.378], [-0.944, 0.410, -2.416]]}

Stability comparison, relative energies in kcal/mol: *1* 0.0; *2* 50.3